# 1
Molecular formula: C52H99BrClN7O6P3S
Method: DFT, ωB97M-V with the def2-TZVPD basis set

Structure (ORCA input):
```
! RIJCOSX wB97M-V def2-TZVPD def2/J DEFGRID3
* xyz 1 1
C -0.015 -1.927 0.322
C -0.742 -0.555 0.180
C 0.009 0.384 -0.803
O 1.099 1.092 -0.204
C 0.647 2.126 0.655
C 0.921 1.973 2.156
C 2.004 1.216 2.566
C 2.954 0.599 1.575
C 3.922 1.378 0.919
C 4.736 0.651 0.055
C 4.641 -0.716 -0.148
N 3.703 -1.433 0.470
C 2.935 -0.754 1.285
C 2.339 0.956 3.943
P 3.891 -0.108 4.233
C 5.050 0.778 5.368
O 3.417 -1.522 5.014
C 1.534 1.461 4.976
C 1.923 1.066 6.391
C 2.785 2.171 7.102
C 3.425 1.512 8.354
Br 1.986 1.215 9.688
C 0.414 2.305 4.575
C -0.453 2.907 5.536
Cl -0.311 2.771 7.250
N -1.505 3.685 5.178
P -2.627 4.444 6.387
P -1.646 6.194 7.272
O -2.590 6.764 8.210
O -0.284 5.850 8.086
O -1.221 7.241 6.098
C -1.747 3.959 3.832
S -3.180 5.011 3.487
C -0.949 3.449 2.834
C -1.320 3.902 1.427
C -2.611 3.176 0.886
C -2.429 2.556 -0.519
C -3.786 2.349 -1.287
N -3.598 2.474 -2.739
C -3.072 1.320 -3.374
C -2.828 -0.016 -2.664
O -2.821 1.379 -4.559
C 0.142 2.564 3.181
H 1.019 -1.827 -0.034
H -0.546 -2.687 -0.264
H 0.054 -2.236 1.375
H -1.779 -0.693 -0.165
H -0.766 -0.090 1.184
H -0.669 1.073 -1.337
H 0.437 -0.273 -1.579
H 1.064 3.078 0.278
H -0.448 2.109 0.529
H 4.030 2.448 1.088
H 5.502 1.198 -0.504
H 5.325 -1.244 -0.816
H 2.166 -1.338 1.812
H 6.088 0.528 5.105
H 4.947 1.855 5.159
H 4.922 0.549 6.433
H 2.779 -1.916 4.399
H 1.074 0.768 7.017
H 2.561 0.170 6.431
H 2.181 2.996 7.496
H 3.537 2.601 6.432
H 4.127 2.187 8.854
H 3.827 0.516 8.154
H -2.890 3.501 7.415
H 0.525 5.962 7.564
H -0.588 6.766 5.530
H -2.548 6.184 3.202
H -0.512 3.934 0.693
H -1.615 4.959 1.501
H -3.422 3.918 0.805
H -2.992 2.430 1.603
H -1.683 3.075 -1.140
H -2.046 1.530 -0.357
H -4.258 1.407 -0.986
H -4.454 3.147 -0.915
H -2.944 3.239 -2.880
H -1.948 -0.018 -2.005
H -2.645 -0.770 -3.441
H -3.696 -0.376 -2.086
C 4.199 6.009 8.505
C 3.189 6.060 9.645
N 3.472 5.126 10.717
C 2.376 5.005 11.672
C 2.007 6.236 12.505
C 4.803 5.214 11.301
C 5.229 6.551 11.918
H 4.270 5.002 8.086
H 3.885 6.685 7.706
H 5.193 6.326 8.821
H 2.208 5.813 9.226
H 3.123 7.096 10.007
H 2.586 4.173 12.350
H 1.485 4.696 11.115
H 2.722 6.410 13.308
H 1.036 6.078 12.980
H 1.930 7.142 11.903
H 5.532 4.950 10.529
H 4.913 4.427 12.051
H 4.945 7.406 11.303
H 6.316 6.575 12.024
H 4.814 6.688 12.915
C 3.029 -1.039 -3.422
C 2.564 -1.825 -4.640
N 1.554 -2.824 -4.336
C 1.294 -3.731 -5.446
C 0.687 -3.147 -6.726
C 0.373 -2.342 -3.640
C -0.459 -1.241 -4.310
H 3.412 -1.705 -2.647
H 3.832 -0.358 -3.709
H 2.228 -0.431 -2.995
H 3.438 -2.333 -5.056
H 2.223 -1.112 -5.406
H 0.656 -4.548 -5.095
H 2.242 -4.210 -5.711
H -0.377 -2.939 -6.612
H 0.778 -3.872 -7.538
H 1.189 -2.234 -7.049
H 0.685 -1.980 -2.654
H -0.278 -3.192 -3.417
H 0.159 -0.457 -4.751
H -1.105 -0.763 -3.565
H -1.115 -1.641 -5.081
C -1.057 -0.432 -6.848
C -1.345 -1.333 -8.039
N -2.398 -2.300 -7.789
C -2.503 -3.315 -8.827
C -2.909 -2.860 -10.233
C -3.663 -1.752 -7.323
C -4.373 -0.726 -8.214
H -0.798 -1.021 -5.965
H -0.211 0.220 -7.077
H -1.901 0.210 -6.603
H -0.424 -1.876 -8.271
H -1.562 -0.701 -8.913
H -3.195 -4.095 -8.495
H -1.532 -3.816 -8.905
H -3.975 -2.645 -10.297
H -2.709 -3.662 -10.948
H -2.354 -1.983 -10.566
H -3.494 -1.291 -6.346
H -4.351 -2.576 -7.115
H -3.686 0.009 -8.635
H -5.111 -0.179 -7.624
H -4.915 -1.203 -9.029
C -1.656 -7.178 -6.335
C -2.207 -8.523 -6.789
N -3.605 -8.735 -6.448
C -4.042 -10.107 -6.662
C -4.051 -10.645 -8.097
C -4.536 -7.711 -6.901
C -4.613 -7.431 -8.407
H -1.777 -7.048 -5.258
H -0.590 -7.122 -6.563
H -2.138 -6.341 -6.843
H -1.613 -9.299 -6.299
H -2.028 -8.627 -7.870
H -5.040 -10.232 -6.233
H -3.395 -10.757 -6.064
H -4.895 -10.259 -8.668
H -4.156 -11.732 -8.079
H -3.131 -10.416 -8.636
H -4.288 -6.775 -6.393
H -5.537 -7.955 -6.534
H -3.629 -7.393 -8.876
H -5.090 -6.462 -8.575
H -5.218 -8.172 -8.926
*
```

Values from the calculation:
frontier orbital gap: 4.36 eV

=====

# 2
Molecular formula: C9H20BrFSi
Method: DFT, ωB97M-V with the def2-TZVPD basis set

Structure (ORCA input):
```
! RIJCOSX wB97M-V def2-TZVPD def2/J DEFGRID3
* xyz 0 1
C 1.709 -3.630 -1.330
C 0.720 0.301 1.472
C 0.357 2.688 0.802
C -1.482 1.494 2.029
C -2.442 -0.602 -0.256
C -2.243 2.294 -1.407
C 2.841 -2.596 -1.309
C -0.279 1.309 1.053
C 3.231 -2.198 0.069
F 4.479 -1.899 0.223
Si -1.301 0.885 -0.565
Br 0.350 -0.014 -2.062
H 0.755 -3.240 -0.992
H 1.970 -4.576 -0.705
H 1.496 -3.991 -2.350
H 0.236 -0.733 1.677
H 1.513 0.006 0.762
H 1.293 0.567 2.362
H 0.508 3.027 1.803
H -0.380 3.367 0.282
H 1.182 2.600 0.155
H -2.403 1.888 1.545
H -1.780 0.508 2.531
H -1.141 2.212 2.884
H -3.216 -0.852 -0.975
H -1.881 -1.481 -0.130
H -2.988 -0.316 0.572
H -3.341 1.871 -1.611
H -2.330 3.106 -0.657
H -1.699 2.630 -2.278
H 2.476 -1.666 -1.746
H 3.787 -2.960 -1.846
*
```

Values from the calculation:
ΔE to the lowest compared entry with this formula, charge and spin: 22.2 kcal/mol
frontier orbital gap: 8.98 eV

=====

# 3
Molecular formula: C4H3Br2O3
Method: DFT, ωB97M-V with the def2-TZVPD basis set

Structure (ORCA input):
```
! RIJCOSX wB97M-V def2-TZVPD def2/J DEFGRID3
* xyz -1 1
C 1.112 0.703 0.555
C -0.150 -1.103 1.125
C 1.950 0.701 -0.597
C -1.819 -0.426 -0.367
O 0.716 1.096 -0.882
O 2.995 0.566 -1.146
O -0.708 -1.215 -0.172
Br 1.182 2.325 1.597
Br 1.276 -2.342 1.085
H -2.371 -0.015 0.625
H -2.621 -0.772 -1.083
H -1.562 0.482 -0.742
*
```

Values from the calculation:
ΔE to the lowest compared entry with this formula, charge and spin: 124.9 kcal/mol
frontier orbital gap: 7.13 eV

=====

# 4
Molecular formula: C28H43N7
Method: DFT, ωB97M-V with the def2-TZVPD basis set

Structure (ORCA input):
```
! RIJCOSX wB97M-V def2-TZVPD def2/J DEFGRID3
* xyz 0 1
C 4.558 2.194 -4.164
C 3.466 1.703 -3.154
C 2.441 0.745 -3.732
C 1.601 -0.127 -2.889
N 0.898 -0.826 -2.281
H 5.233 2.971 -3.805
H 4.014 2.572 -5.029
H 5.200 1.365 -4.462
H 2.895 2.518 -2.709
H 4.003 1.157 -2.380
H 2.962 0.029 -4.367
H 1.954 1.219 -4.584
C -2.753 -3.596 -1.858
C -1.950 -2.521 -2.535
C -0.838 -2.020 -1.525
C 0.195 -3.042 -1.242
N 0.990 -3.880 -1.040
H -2.455 -4.633 -2.014
H -3.783 -3.472 -2.194
H -2.860 -3.349 -0.802
H -2.664 -1.712 -2.693
H -1.476 -2.884 -3.447
H -1.095 -1.690 -0.518
H -0.377 -1.103 -1.892
C -1.588 -4.350 0.540
C -1.171 -4.146 1.972
C -1.491 -2.768 2.597
C -2.964 -2.614 2.506
N -4.104 -2.574 2.457
H -1.495 -3.408 0.000
H -2.639 -4.611 0.416
H -0.895 -5.073 0.110
H -0.125 -4.392 2.153
H -1.615 -4.978 2.519
H -1.066 -1.936 2.035
H -1.352 -2.663 3.672
C -2.327 2.114 2.935
C -3.578 2.815 2.233
C -3.177 4.007 1.351
C -2.543 3.776 0.070
N -2.010 3.550 -0.930
H -1.488 1.748 2.343
H -2.559 1.366 3.693
H -1.981 2.858 3.652
H -4.296 3.078 3.010
H -4.174 2.156 1.601
H -2.667 4.777 1.930
H -4.107 4.519 1.104
N 4.752 -2.224 -0.390
C 4.582 -2.025 -1.734
C 3.296 -1.752 -2.045
C 2.593 -1.829 -0.907
C 3.498 -2.120 0.138
H 5.609 -2.506 0.065
H 5.424 -2.076 -2.409
H 2.918 -1.522 -3.030
H 1.531 -1.827 -0.712
H 3.469 -2.256 1.209
N 0.998 -0.295 -0.098
C 0.219 -1.134 0.651
C -0.659 -0.300 1.394
C -0.384 1.044 1.041
C 0.748 1.021 0.239
H 1.685 -0.578 -0.782
H 0.153 -2.211 0.616
H -1.405 -0.564 2.129
H -0.793 1.852 1.630
H 1.385 1.833 -0.081
N -0.386 4.528 3.609
C -0.677 5.560 2.726
C -0.666 5.075 1.512
C -0.266 3.709 1.493
C -0.146 3.407 2.864
H -0.314 4.545 4.617
H -0.922 6.564 3.040
H -0.922 5.611 0.610
H -0.078 3.139 0.595
H 0.016 2.459 3.356
*
```

Values from the calculation:
ΔE to the lowest compared entry with this formula, charge and spin: 261.9 kcal/mol
frontier orbital gap: 8.52 eV

=====

# 5
Molecular formula: C6H6O
Method: DFT, ωB97M-V with the def2-TZVPD basis set

Structure (ORCA input):
```
! RIJCOSX wB97M-V def2-TZVPD def2/J DEFGRID3
* xyz 0 1
C -1.630 0.899 0.056
C -0.309 1.274 0.108
C -1.676 -0.505 0.022
C 0.653 0.140 0.013
C -2.319 -1.520 0.323
C 1.943 0.171 0.238
O 2.861 -0.860 -0.071
H -2.332 1.572 -0.356
H 0.107 2.292 0.022
H -2.442 -2.117 -0.441
H 0.177 -0.758 -0.268
H 2.501 1.132 0.345
H 2.465 -1.721 0.008
*
```

Values from the calculation:
ΔE to the lowest compared entry with this formula, charge and spin: 126.8 kcal/mol
SMILES: C#C/C=C\C=C\O
frontier orbital gap: 8.51 eV

=====

# 6
Molecular formula: C5H9N3S
Method: DFT, ωB97M-V with the def2-TZVPD basis set

Structure (ORCA input):
```
! RIJCOSX wB97M-V def2-TZVPD def2/J DEFGRID3
* xyz 0 1
C 0.580 1.806 -0.530
C 1.093 0.925 0.461
C -0.461 0.127 0.842
C -2.758 0.836 0.186
C 3.098 -0.348 -0.725
N -0.699 1.817 -0.658
N -1.266 0.889 0.179
N -0.804 -0.771 1.805
S 2.634 0.434 0.890
H 1.266 2.252 -1.150
H -3.052 0.151 1.029
H -3.114 1.899 0.444
H -3.024 0.420 -0.907
H 4.099 -0.550 -0.572
H 3.068 0.424 -1.547
H 2.288 -1.020 -0.974
H -0.158 -1.361 2.363
H -1.825 -1.015 1.946
*
```

Values from the calculation:
ΔE to the lowest compared entry with this formula, charge and spin: 59.9 kcal/mol
SMILES: CSc1cnn(C)c1N
frontier orbital gap: 7.73 eV

=====

Number 1: E_HOMO -9.013 eV, maximum force 3.7 eV/A. Number 2: E_HOMO -8.462 eV, maximum force 3.2 eV/A. Number 3: E_HOMO -3.843 eV, maximum force 4.4 eV/A. Number 4: E_HOMO -7.927 eV, maximum force 8.9 eV/A. Number 5: E_HOMO -8.679 eV, maximum force 5.8 eV/A. Number 6: E_HOMO -7.119 eV, maximum force 5.9 eV/A.